Entry from the OMol25 dataset: C6H12N2O in the gas phase (ωB97M-V/def2-TZVPD).

XYZ file:
```
21
C6H12N2O | the OMol25 dataset | ωB97M-V/def2-TZVPD
C 2.3866 -1.1198 -0.0596
C -1.2139 1.6928 -0.3680
C -2.5986 -0.3728 0.0860
C -0.1306 -0.6218 0.0128
C 1.3153 -0.0652 0.2245
C -1.2434 0.2289 -0.0923
N 1.7600 1.2577 -0.1541
O -0.3505 -1.9785 -0.2755
N 0.4534 -0.2045 1.3073
H -0.1996 -2.4628 0.5476
H 1.6794 1.8883 0.6353
H 2.7055 1.2718 -0.5127
H 3.2442 -0.9225 0.5882
H 2.0371 -2.1294 0.1274
H 2.7103 -1.0603 -1.1020
H -1.4360 2.2506 0.5474
H -0.2565 2.0222 -0.7580
H -3.3070 0.3582 0.4791
H -2.5665 -1.2518 0.7292
H -2.9723 -0.7112 -0.8875
H -2.0168 1.9300 -1.0751
```

Summary:
Energy relative to the best compared isomer or geometry (same formula, charge and spin): 82.9 kcal/mol
Total charge: 0
LUMO level (alpha / beta): 0.2 / 0.2 eV
E_HOMO (alpha / beta): -0.3004 / -0.3005 Eh
DFT total energy: -11441.077 eV

Partial charges, natural (NBO), in e: -0.625, -0.690, -0.683, 0.207, 0.244, 0.317, -0.859, -0.713, -0.515, 0.480, 0.375, 0.368, 0.213, 0.226, 0.211, 0.240, 0.267, 0.221, 0.241, 0.253, 0.222